1.
The following is a DFT calculation (ωB97M-V/def2-TZVPD) of a 13-piece molecular cluster, H26O13 overall.

Cartesian coordinates (Å):
1 O 1.18 15.86 -9.55
2 H 0.85 15.07 -9.12
3 H 0.54 16.54 -9.35
4 O 1.52 21.05 -6.11
5 H 1.51 20.10 -6.17
6 H 2.44 21.29 -6.21
7 O 3.98 14.10 -5.98
8 H 4.40 14.00 -6.84
9 H 4.04 13.23 -5.58
10 O -0.59 19.06 -9.21
11 H 0.15 19.66 -9.24
12 H -1.11 19.35 -8.46
13 O 8.18 17.90 -7.83
14 H 8.45 17.08 -8.25
15 H 7.33 18.10 -8.23
16 O 5.67 17.14 -4.44
17 H 5.13 16.39 -4.69
18 H 5.94 17.53 -5.27
19 O 3.29 21.47 -10.67
20 H 3.66 21.15 -11.50
21 H 4.05 21.57 -10.09
22 O 3.89 15.62 -12.39
23 H 3.26 15.60 -11.66
24 H 3.34 15.56 -13.17
25 O 5.09 19.27 -13.33
26 H 5.82 18.95 -13.86
27 H 4.94 18.57 -12.70
28 O 4.70 21.70 -7.28
29 H 4.58 22.65 -7.19
30 H 5.08 21.42 -6.45
31 O 4.58 18.22 -8.73
32 H 3.96 17.56 -8.41
33 H 4.18 19.05 -8.49
34 O 5.45 13.95 -9.43
35 H 5.17 14.72 -9.94
36 H 5.26 13.21 -10.00
37 O 1.51 17.02 -5.48
38 H 1.91 16.15 -5.55
39 H 0.57 16.85 -5.43

## Properties
- 2S+1 = 1
- lowest unoccupied orbital energy (eV) = -0.05
- electronic energy (hartree) = -993.68947
- energy relative to the best compared isomer or geometry (same formula, charge and spin) (kJ/mol) = 219.91

Here are the Löwdin charges for atoms 1 to 8, given in e: atom 1 (O): -0.05, atom 2 (H): 0.03, atom 3 (H): 0.01, atom 4 (O): -0.05, atom 5 (H): 0.02, atom 6 (H): 0.00, atom 7 (O): -0.04, atom 8 (H): 0.02

2.
The following is a DFT calculation (ωB97M-V/def2-TZVPD) of H26O13 as an isolated structure.

Cartesian coordinates (Å):
1 O -3.60 -18.41 -25.59
2 H -3.00 -17.68 -25.70
3 H -3.30 -18.88 -24.80
4 O -2.90 -23.24 -21.30
5 H -3.03 -24.11 -20.89
6 H -2.14 -22.87 -20.84
7 O -0.39 -21.96 -24.00
8 H -0.73 -21.05 -23.95
9 H 0.04 -22.09 -23.15
10 O -2.92 -18.39 -20.45
11 H -3.73 -18.91 -20.38
12 H -2.79 -18.01 -19.57
13 O -4.41 -21.10 -26.53
14 H -4.22 -20.16 -26.34
15 H -4.11 -21.58 -25.74
16 O -6.18 -22.36 -24.37
17 H -6.79 -22.90 -23.87
18 H -5.32 -22.79 -24.23
19 O -3.37 -20.87 -22.99
20 H -2.77 -20.27 -22.52
21 H -2.96 -21.74 -22.95
22 O -5.39 -22.30 -20.14
23 H -6.14 -22.43 -20.73
24 H -4.62 -22.24 -20.72
25 O -6.16 -20.42 -23.77
26 H -5.24 -20.43 -23.48
27 H -6.29 -21.30 -24.18
28 O -4.39 -24.58 -23.72
29 H -4.04 -24.29 -22.87
30 H -3.66 -24.40 -24.35
31 O -0.90 -19.36 -22.79
32 H -0.74 -19.15 -21.85
33 H -0.17 -18.93 -23.26
34 O -2.62 -23.11 -25.30
35 H -1.89 -22.56 -24.94
36 H -2.27 -23.51 -26.10
37 O -2.81 -16.78 -22.85
38 H -1.96 -16.99 -23.27
39 H -2.82 -17.36 -22.07

## Properties
- 2S+1 = 1
- lowest unoccupied orbital energy (eV) = -0.83
- electronic energy (hartree) = -993.62616
- energy relative to the best compared isomer or geometry (same formula, charge and spin) (kJ/mol) = 386.15

Here are the Löwdin charges for atoms 1 to 8, given in e: atom 1 (O): -0.04, atom 2 (H): 0.04, atom 3 (H): 0.02, atom 4 (O): -0.05, atom 5 (H): 0.08, atom 6 (H): 0.07, atom 7 (O): -0.05, atom 8 (H): 0.02

3.
The following is a DFT calculation (ωB97M-V/def2-TZVPD) of a 13-piece molecular cluster, H26O13 overall.

Cartesian coordinates (Å):
1 O 2.27 1.92 -0.76
2 H 3.09 1.89 -1.27
3 H 1.59 1.49 -1.32
4 O -3.10 0.01 -2.20
5 H -2.98 0.54 -1.38
6 H -3.97 -0.39 -2.03
7 O 2.21 -0.71 -2.83
8 H 2.49 -0.84 -1.92
9 H 1.79 -1.56 -3.00
10 O -0.10 1.52 1.17
11 H -0.23 2.47 1.21
12 H 0.53 1.41 0.45
13 O -1.99 2.81 2.47
14 H -1.22 3.36 2.31
15 H -1.88 2.07 3.07
16 O -0.79 -1.24 1.03
17 H -0.98 -0.97 0.12
18 H -0.57 -0.36 1.39
19 O 0.09 1.76 -2.33
20 H 0.52 2.11 -3.12
21 H -0.34 0.98 -2.71
22 O 2.85 -1.40 0.02
23 H 1.91 -1.29 -0.17
24 H 2.86 -2.15 0.63
25 O 2.36 0.71 1.77
26 H 2.20 1.36 1.07
27 H 2.87 -0.03 1.42
28 O -2.98 1.17 0.26
29 H -3.48 1.99 0.30
30 H -2.14 1.17 0.73
31 O -0.46 -4.02 0.30
32 H -0.49 -3.20 0.82
33 H -1.00 -3.74 -0.45
34 O 1.43 -1.42 3.90
35 H 1.28 -0.83 3.16
36 H 0.61 -1.79 4.23
37 O -1.34 -1.80 -1.80
38 H -2.03 -1.07 -1.94
39 H -0.85 -1.94 -2.61

## Properties
- 2S+1 = 1
- lowest unoccupied orbital energy (eV) = -0.14
- electronic energy (hartree) = -993.70219
- energy relative to the best compared isomer or geometry (same formula, charge and spin) (kJ/mol) = 186.52

Here are the Löwdin charges for atoms 1 to 8, given in e: atom 1 (O): -0.06, atom 2 (H): 0.07, atom 3 (H): 0.00, atom 4 (O): -0.05, atom 5 (H): 0.02, atom 6 (H): 0.08, atom 7 (O): -0.05, atom 8 (H): -0.01

4.
The following is a DFT calculation (ωB97M-V/def2-TZVPD) of a 13-piece molecular cluster, H26O13 overall.

Cartesian coordinates (Å):
1 O 14.56 -4.28 -9.42
2 H 14.72 -4.40 -8.48
3 H 14.35 -5.13 -9.78
4 O 15.59 -5.03 -12.40
5 H 16.17 -4.53 -11.86
6 H 15.87 -4.98 -13.32
7 O 16.68 0.63 -8.50
8 H 17.33 -0.09 -8.38
9 H 17.18 1.39 -8.74
10 O 16.51 -2.72 -10.66
11 H 15.99 -3.34 -10.09
12 H 17.24 -2.40 -10.07
13 O 17.38 -5.95 -9.95
14 H 17.93 -5.44 -10.57
15 H 17.37 -5.31 -9.28
16 O 16.08 -2.27 -13.31
17 H 15.15 -2.56 -13.25
18 H 16.26 -2.20 -12.38
19 O 18.57 -4.43 -11.87
20 H 18.20 -4.89 -12.62
21 H 18.59 -3.51 -12.12
22 O 17.66 -4.12 -7.92
23 H 18.27 -4.12 -7.22
24 H 17.02 -3.40 -7.70
25 O 12.32 -3.17 -10.03
26 H 13.21 -3.46 -9.71
27 H 11.75 -3.69 -9.51
28 O 16.46 0.22 -10.98
29 H 16.14 -0.65 -11.08
30 H 16.53 0.27 -10.02
31 O 14.03 -1.05 -11.53
32 H 13.70 -0.19 -11.60
33 H 14.09 -1.12 -10.59
34 O 20.21 -3.57 -8.74
35 H 19.49 -2.96 -8.85
36 H 20.82 -3.50 -9.46
37 O 18.58 -1.43 -9.07
38 H 18.89 -0.65 -9.61
39 H 18.98 -1.36 -8.22

## Properties
- 2S+1 = 1
- lowest unoccupied orbital energy (eV) = -0.73
- electronic energy (hartree) = -993.66118
- energy relative to the best compared isomer or geometry (same formula, charge and spin) (kJ/mol) = 294.20

Here are the Löwdin charges for atoms 1 to 8, given in e: atom 1 (O): -0.01, atom 2 (H): 0.09, atom 3 (H): 0.09, atom 4 (O): -0.04, atom 5 (H): -0.05, atom 6 (H): 0.04, atom 7 (O): -0.02, atom 8 (H): 0.03

5.
The following is a DFT calculation (ωB97M-V/def2-TZVPD) of a 13-piece molecular cluster, H26O13 overall.

Cartesian coordinates (Å):
1 O 1.19 1.67 1.66
2 H 0.60 1.15 2.20
3 H 1.63 2.26 2.28
4 O 2.38 -2.25 -1.00
5 H 2.12 -2.11 -0.09
6 H 1.56 -2.46 -1.45
7 O -0.50 0.22 2.99
8 H -0.85 -0.52 2.50
9 H 0.19 -0.15 3.54
10 O 0.33 3.65 -0.32
11 H 0.38 2.85 0.20
12 H -0.18 4.25 0.23
13 O 3.73 -0.35 0.93
14 H 2.91 -0.04 1.30
15 H 4.40 0.18 1.36
16 O -3.15 0.52 -1.59
17 H -3.22 0.22 -0.68
18 H -4.05 0.75 -1.83
19 O -0.15 1.89 -2.81
20 H -0.50 1.16 -2.30
21 H 0.75 1.64 -3.01
22 O -1.85 -1.57 1.41
23 H -2.22 -1.98 0.63
24 H -1.74 -2.30 2.03
25 O 2.11 0.26 -2.90
26 H 1.68 -0.24 -2.20
27 H 2.24 -0.39 -3.60
28 O -1.44 -1.51 -2.80
29 H -2.27 -1.81 -3.16
30 H -1.59 -0.59 -2.58
31 O 0.19 0.17 -0.71
32 H -0.66 -0.16 -0.41
33 H 0.73 0.20 0.08
34 O 1.46 -2.20 1.52
35 H 1.32 -2.07 2.46
36 H 1.33 -3.14 1.39
37 O -3.00 1.06 1.21
38 H -2.81 0.17 1.49
39 H -3.04 1.56 2.03

## Properties
- 2S+1 = 2
- lowest unoccupied orbital energy (spin up / spin down) (eV) = -3.23 / -9.36
- electronic energy (hartree) = -993.33395
- charge = +1
- energy relative to the best compared isomer or geometry (same formula, charge and spin) (kJ/mol) = 77.13
- expectation value of S² = 0.76

Here are the Löwdin charges for atoms 1 to 8, given in e: atom 1 (O): -0.04, atom 2 (H): -0.03, atom 3 (H): 0.07, atom 4 (O): -0.04, atom 5 (H): -0.04, atom 6 (H): 0.03, atom 7 (O): -0.01, atom 8 (H): 0.00

6.
The following is a DFT calculation (ωB97M-V/def2-TZVPD) of a 14-piece molecular cluster, H26O17S overall.

Cartesian coordinates (Å):
1 S -0.15 0.17 -0.25
2 O -0.56 1.26 0.51
3 O 1.05 0.42 -0.93
4 O 0.07 -0.96 0.69
5 O -1.18 -0.20 -1.19
6 O 0.49 2.37 2.77
7 H -0.05 1.99 2.07
8 H 0.69 1.47 3.14
9 O -1.23 -2.19 -2.82
10 H -1.25 -1.90 -3.74
11 H -1.07 -1.30 -2.28
12 O 3.43 0.46 0.08
13 H 3.28 1.03 0.93
14 H 2.53 0.43 -0.41
15 O 1.93 -2.27 1.73
16 H 1.24 -1.75 1.28
17 H 2.27 -2.74 0.93
18 O 1.91 -1.48 -2.69
19 H 2.48 -2.03 -2.12
20 H 1.47 -0.74 -2.15
21 O -2.93 1.42 1.25
22 H -1.95 1.50 1.16
23 H -3.06 1.90 0.57
24 O -1.12 -1.68 2.85
25 H -0.91 -1.23 1.96
26 H -0.48 -2.19 2.92
27 O 1.86 -0.11 3.77
28 H 1.77 -0.57 3.00
29 H 2.92 0.05 3.89
30 O 1.44 2.46 -2.32
31 H 1.39 1.56 -2.03
32 H 0.78 2.65 -2.90
33 O 0.43 3.69 -0.04
34 H 0.03 2.94 0.32
35 H 1.02 3.15 -0.43
36 O -0.38 -3.41 0.04
37 H -0.15 -2.51 0.33
38 H -0.71 -3.39 -0.88
39 O -3.53 -0.89 -0.44
40 H -3.72 -0.11 0.28
41 H -2.77 -0.77 -0.82
42 O -2.42 1.56 -2.58
43 H -2.75 1.09 -3.39
44 H -2.08 0.85 -2.07

## Properties
- 2S+1 = 1
- lowest unoccupied orbital energy (eV) = 5.06
- electronic energy (hartree) = -1692.86820
- charge = -2
- energy relative to the best compared isomer or geometry (same formula, charge and spin) (kJ/mol) = 536.12

Here are the Löwdin charges for atoms 1 to 8, given in e: atom 1 (S): 0.34, atom 2 (O): -0.29, atom 3 (O): -0.32, atom 4 (O): -0.35, atom 5 (O): -0.32, atom 6 (O): -0.08, atom 7 (H): -0.03, atom 8 (H): 0.02

7.
The following is a DFT calculation (ωB97M-V/def2-TZVPD) of a 14-piece molecular cluster, H27O14 overall.

Cartesian coordinates (Å):
1 O 0.37 -1.92 -1.66
2 H 4.27 -1.04 -1.59
3 O 3.17 0.95 -0.41
4 H 0.30 -2.50 -0.88
5 H -0.54 3.75 -3.22
6 O -3.63 -0.07 -3.02
7 H 0.54 4.41 -2.50
8 H 2.75 -1.52 0.75
9 O 2.22 -1.30 1.52
10 H 3.24 1.59 -3.41
11 H 1.65 -0.45 1.36
12 O 2.29 1.49 -3.34
13 H -0.87 0.74 2.32
14 H 1.08 1.60 1.98
15 O 1.14 1.03 1.21
16 H 2.89 -0.74 -1.09
17 H -1.34 2.47 -0.23
18 O -1.24 1.63 2.39
19 H 0.40 -3.78 1.11
20 H 2.34 0.80 0.16
21 O -0.09 3.68 -2.37
22 H -4.17 0.49 -2.45
23 H -3.14 -1.08 1.58
24 O 0.42 -4.07 0.17
25 H -0.54 -4.27 0.22
26 H -2.87 -0.07 -2.42
27 O -0.17 -2.44 2.56
28 H 0.28 -2.01 1.80
29 H 0.12 -1.99 3.35
30 O -2.29 2.56 -0.03
31 H -0.87 2.18 1.70
32 H -2.11 -1.65 0.42
33 O 3.37 -1.37 -1.67
34 H -2.61 0.93 3.09
35 H -2.57 1.64 -0.11
36 O -2.99 -1.58 0.78
37 H 2.10 1.08 -2.48
38 H 1.31 -1.97 -1.90
39 O -3.25 0.38 3.59
40 H 3.17 1.92 -0.42
41 H -4.12 0.45 3.19

## Properties
- 2S+1 = 1
- lowest unoccupied orbital energy (eV) = 2.74
- electronic energy (hartree) = -1069.59094
- charge = -1
- energy relative to the best compared isomer or geometry (same formula, charge and spin) (kJ/mol) = 252.33

Here are the Löwdin charges for atoms 1 to 8, given in e: atom 1 (O): -0.08, atom 2 (H): 0.04, atom 3 (O): -0.13, atom 4 (H): -0.02, atom 5 (H): 0.04, atom 6 (O): -0.07, atom 7 (H): 0.04, atom 8 (H): 0.00

8.
The following is a DFT calculation (ωB97M-V/def2-TZVPD) of a 14-piece molecular cluster, H27O14 overall.

Cartesian coordinates (Å):
1 O -2.07 -1.98 -0.81
2 H -2.56 -1.91 0.03
3 O -3.99 1.12 0.65
4 H -1.72 0.89 2.80
5 H -2.26 -1.63 -2.52
6 O 0.62 2.37 -2.99
7 H -2.46 -0.95 -3.94
8 H 1.67 -0.29 -0.04
9 O 1.26 -1.04 0.39
10 H 0.90 0.11 -1.74
11 H 2.21 0.90 1.94
12 O 1.78 0.15 -2.14
13 H 1.91 1.86 0.92
14 H 1.82 1.78 3.60
15 O 1.44 0.94 3.84
16 H -0.63 1.12 1.01
17 H -3.31 2.22 -2.59
18 O 2.73 1.44 1.30
19 H -0.78 -0.89 2.62
20 H 0.45 1.01 3.80
21 O -2.13 -1.72 -3.48
22 H 0.67 1.83 -3.79
23 H 3.51 -2.11 3.13
24 O -0.09 -1.08 3.34
25 H 0.60 -1.48 2.80
26 H -0.07 1.95 -2.46
27 O -0.01 1.86 0.39
28 H 0.56 1.29 -0.12
29 H 0.46 -0.94 0.91
30 O -3.71 1.39 -2.77
31 H 2.20 0.84 -1.64
32 H 4.08 -1.15 1.96
33 O -1.52 0.49 1.96
34 H 1.16 -3.05 -3.21
35 H -4.04 0.99 -1.92
36 O 4.04 -1.34 2.93
37 H -4.52 1.49 1.35
38 H -1.21 -1.59 -0.68
39 O 1.95 -2.81 -2.76
40 H -3.05 0.90 0.96
41 H 1.87 -1.92 -2.39

## Properties
- 2S+1 = 1
- lowest unoccupied orbital energy (eV) = 2.62
- electronic energy (hartree) = -1069.58568
- charge = -1
- energy relative to the best compared isomer or geometry (same formula, charge and spin) (kJ/mol) = 266.13

Here are the Löwdin charges for atoms 1 to 8, given in e: atom 1 (O): -0.04, atom 2 (H): 0.08, atom 3 (O): -0.11, atom 4 (H): -0.02, atom 5 (H): -0.03, atom 6 (O): -0.06, atom 7 (H): 0.01, atom 8 (H): -0.01